Entry 1:
Density functional theory data (wB97M-V/def2-TZVPD) for a structure of composition C28H69AuN4O6P2Si4Te.

ΔE to the lowest compared entry with this formula, charge and spin	0.00	kJ/mol
Kohn-Sham gap	6.943	eV
F_max	0.520	eV/A
highest occupied orbital energy	-6.48	eV

```
! wB97M-V def2-TZVPD RIJCOSX def2/J DEFGRID3
* xyz 0 1
Au -1.426 0.934 -0.226
Te -3.011 -0.638 1.013
P 2.371 -1.056 0.497
P 0.882 -0.747 3.166
Si -5.311 -0.437 0.068
Si -6.031 -2.575 -0.551
Si -5.288 1.001 -1.779
Si -6.564 0.410 1.854
O 2.940 -2.240 -0.397
O 2.103 -0.153 3.978
O 3.634 -0.368 1.176
O 1.520 -0.173 -0.301
O -0.004 0.277 2.607
O 0.225 -1.746 4.209
N -0.164 4.796 1.182
N -0.063 5.073 -1.229
N -0.346 2.855 -0.277
N 1.781 4.018 -0.045
C 3.114 -4.536 0.328
C -0.688 3.770 -1.394
C -3.963 0.483 -3.005
C 4.348 -0.638 4.630
C 1.135 2.724 -0.216
C -0.788 3.497 1.004
C -5.838 2.043 2.437
C -7.898 -2.654 -0.787
C 4.210 0.865 0.660
C 2.462 -0.594 6.316
C 1.289 4.618 1.199
C -5.544 -3.812 0.782
C -1.579 -2.360 5.632
C -6.963 0.944 -2.642
C -1.200 -2.078 4.196
C 1.389 4.886 -1.158
C -6.472 -0.803 3.291
C -1.427 -3.264 3.283
C -0.513 5.646 0.044
C 4.946 -3.394 -0.959
C -4.943 2.770 -1.234
C -5.191 -3.075 -2.158
C 3.865 -3.241 0.090
C 5.611 0.564 0.172
C -8.372 0.675 1.393
C 1.623 -1.844 1.930
C 4.179 1.886 1.778
C 2.891 -0.943 4.907
H -5.841 -4.822 0.487
H 1.409 -0.827 6.463
H -4.006 2.815 -0.672
H 3.811 -5.319 0.629
H 2.620 0.469 6.500
H -0.351 3.314 -2.326
H -8.832 -0.236 1.007
H -6.946 -1.756 3.046
H -1.356 -1.503 6.267
H -7.777 1.190 -1.956
H 2.693 -2.002 4.719
H 4.914 1.635 2.545
H -4.116 -2.888 -2.104
H -1.729 -1.199 3.823
H 6.094 1.482 -0.164
H 3.194 1.914 2.245
H 1.765 5.591 1.335
H 1.865 5.860 -1.034
H -4.858 3.425 -2.106
H 1.367 2.069 0.623
H 2.382 -2.458 2.423
H 4.987 -1.286 5.231
H 4.571 0.400 4.885
H -1.597 5.772 0.012
H -2.979 0.488 -2.530
H 5.459 -2.448 -1.127
H -6.980 -0.391 4.167
H 2.360 -4.436 1.108
H -8.941 0.994 2.270
H -0.049 6.625 0.173
H -6.021 -3.585 1.737
H -4.803 1.898 2.754
H -0.520 2.825 1.821
H -5.344 -4.138 -2.360
H -1.038 -3.230 6.009
H 1.558 3.971 2.037
H -6.409 2.428 3.287
H -7.159 -0.050 -3.049
H -5.591 -2.514 -3.006
H -1.307 -2.993 2.235
H 1.475 2.245 -1.134
H 2.618 -4.849 -0.591
H -1.873 3.600 0.977
H 1.736 4.443 -2.094
H -8.245 -1.950 -1.546
H -4.142 -0.524 -3.387
H -5.432 -0.998 3.559
H 5.594 -0.140 -0.660
H 4.505 -3.721 -1.901
H 3.050 -1.163 7.038
H 4.576 -0.793 3.576
H -8.193 -3.659 -1.102
H -6.995 1.655 -3.471
H 3.584 1.196 -0.171
H -1.773 3.882 -1.425
H 4.313 -2.875 1.020
H -4.463 -3.798 0.933
H 6.207 0.140 0.983
H -8.476 1.450 0.630
H -8.425 -2.430 0.143
H -0.741 -4.073 3.543
H 0.840 -2.513 1.566
H 4.402 2.878 1.386
H -2.649 -2.564 5.694
H -5.848 2.802 1.653
H -5.741 3.160 -0.599
H 5.679 -4.136 -0.641
H -3.941 1.171 -3.855
H -2.450 -3.626 3.397
*
```

Mulliken population analysis, charges in e, atoms 1 to 2: Au 0.437; Te -0.547


Entry 2:
Density functional theory data (wB97M-V/def2-TZVPD) for a cluster of 9 separate species, C28H71N3O9 in total in a non-equilibrium geometry.

ΔE to the lowest compared entry with this formula, charge and spin	64.13	kJ/mol
Kohn-Sham gap	8.964	eV
F_max	3.191	eV/A
highest occupied orbital energy	-8.33	eV
SMILES	CC1(C)CCCC(C)(C)N1O.CC1(C)CCCC(C)(C)N1O.CC1(C)CCCC(C)(C)N1O.CO.O.O.O.O.O

```
! wB97M-V def2-TZVPD RIJCOSX def2/J DEFGRID3
* xyz 0 1
O 10.143 11.911 8.484
O 8.923 9.555 7.861
O 11.606 10.595 10.505
O 16.663 9.225 9.652
O 10.694 8.065 9.615
O 12.538 11.981 7.358
O 11.309 11.500 13.369
O 14.240 11.766 9.760
O 9.626 14.578 8.176
N 12.105 11.064 14.476
N 9.742 14.421 9.571
N 15.610 9.014 10.609
C 9.865 15.313 12.239
C 11.036 8.951 14.618
C 11.927 13.469 15.161
C 7.570 13.623 9.701
C 16.055 9.384 12.061
C 9.910 10.882 15.760
C 12.886 12.536 6.116
C 12.829 12.278 14.933
C 11.146 14.890 11.483
C 14.854 9.104 12.970
C 16.423 10.880 12.046
C 11.012 15.056 9.990
C 11.015 16.530 9.577
C 11.258 10.258 15.324
C 15.007 7.684 10.310
C 12.016 9.977 16.653
C 7.973 16.164 10.037
C 8.470 14.720 10.237
C 13.579 11.877 16.247
C 8.732 14.421 11.702
C 14.335 7.662 12.731
C 13.885 7.448 11.333
C 12.198 14.379 9.295
C 17.346 8.634 12.489
C 13.884 12.512 13.868
C 15.979 6.566 10.248
C 14.312 7.874 8.885
C 12.714 11.180 17.323
H 16.957 6.805 9.818
H 10.294 7.493 10.280
H 13.799 8.794 8.804
H 11.962 11.826 17.791
H 11.586 12.110 7.464
H 9.251 11.054 14.853
H 13.115 8.166 11.090
H 16.164 6.101 11.160
H 12.346 13.528 9.977
H 12.495 14.446 15.169
H 13.118 14.904 9.447
H 8.253 16.612 9.036
H 13.674 6.994 8.741
H 18.041 8.456 11.644
H 15.192 9.091 14.025
H 11.555 13.434 16.198
H 9.329 10.255 16.469
H 6.547 13.646 10.020
H 13.823 12.113 5.758
H 11.366 9.363 17.321
H 10.039 15.140 13.280
H 7.688 13.683 8.645
H 9.723 16.384 12.038
H 12.717 9.237 16.391
H 15.604 11.517 11.714
H 6.859 16.115 10.113
H 9.280 15.452 8.024
H 14.457 13.409 14.109
H 16.679 11.150 13.059
H 11.483 9.631 10.307
H 11.165 13.614 14.355
H 9.069 13.367 11.847
H 10.736 9.029 13.577
H 11.363 16.527 8.538
H 17.870 9.289 13.168
H 11.964 14.147 8.218
H 12.191 12.177 5.356
H 7.771 14.623 12.182
H 11.310 13.764 11.541
H 10.030 12.756 8.956
H 11.681 17.105 10.251
H 13.429 6.455 11.153
H 9.974 8.333 8.977
H 8.346 16.828 10.791
H 13.510 7.343 13.345
H 11.907 8.313 14.694
H 7.985 12.699 10.059
H 10.144 11.853 16.245
H 15.184 6.966 12.979
H 13.502 12.576 12.846
H 12.509 10.749 10.279
H 8.861 9.791 6.941
H 14.033 12.788 16.672
H 13.372 10.908 18.113
H 12.932 13.688 6.111
H 10.185 8.404 15.112
H 15.018 7.909 8.107
H 14.601 11.723 13.733
H 14.080 9.843 12.849
H 14.354 11.150 15.990
H 12.075 15.321 11.956
H 15.442 5.759 9.729
H 9.264 10.421 8.146
H 10.058 16.930 9.819
H 14.029 11.952 8.861
H 11.483 10.980 12.552
H 17.278 11.107 11.366
H 17.492 8.766 9.913
H 14.933 11.083 9.793
H 17.011 7.664 13.002
H 10.804 11.519 9.205
*
```

Mulliken population analysis, charges in e, atoms 1 to 2: O -1.414; O -0.746


Entry 3:
Density functional theory data (wB97M-V/def2-TZVPD) for a cluster of 8 separate species, C28H74BF4N8O12 in total in a non-equilibrium geometry.

Kohn-Sham gap	7.996	eV
F_max	7.331	eV/A
highest occupied orbital energy	-5.92	eV

```
! wB97M-V def2-TZVPD RIJCOSX def2/J DEFGRID3
* xyz -1 1
F 1.371 -0.426 1.047
F -0.276 0.365 -0.282
F 1.785 0.210 -1.037
F 0.539 -1.631 -0.824
O -5.030 2.412 7.446
O 2.358 -3.784 -8.804
O 8.497 3.428 1.492
O -5.057 2.810 -2.755
O 5.141 2.363 6.483
O 3.005 2.342 -5.258
O 5.708 -3.535 -4.027
O -6.078 -1.637 -3.164
O 4.095 4.543 -6.395
O -4.281 -3.254 0.405
O -4.968 1.140 1.808
O -3.018 -1.257 6.741
N -5.497 1.946 3.811
N -3.443 1.791 3.379
N -4.936 -0.533 8.598
N -2.620 -4.661 0.707
N 3.780 -4.782 -5.582
N 5.917 3.584 3.031
N -3.881 0.092 -3.233
N -4.478 -5.379 1.284
C -6.083 0.169 7.885
C -4.671 1.640 2.858
C -3.764 -1.170 -3.967
C 3.655 2.253 6.671
C 9.533 4.061 0.750
C 2.429 -4.195 -10.240
C -5.987 1.717 8.278
C -5.093 4.012 -1.869
C 4.302 2.156 -5.845
C 4.455 3.264 -6.876
C -4.259 -1.862 6.690
C -2.043 -1.602 5.700
C -3.858 -4.355 0.759
C 5.605 3.303 5.504
C 4.418 -3.162 -3.734
C -5.177 -1.627 -4.375
C 3.187 -3.861 -6.565
C -3.731 2.492 -3.264
C 3.339 -4.395 -7.905
C -5.204 3.824 7.391
C 6.097 2.741 1.832
C -3.882 1.246 -4.148
C 7.182 3.389 0.919
C 3.601 -4.406 -4.151
C 6.616 -2.654 -3.416
C -7.101 -2.592 -3.281
C -4.927 -1.883 8.082
C 5.200 2.822 4.098
B 0.862 -0.369 -0.226
H 3.886 4.254 -5.504
H 6.653 -2.699 -2.327
H 9.401 3.762 -0.289
H -4.974 -1.427 5.993
H -4.152 -0.174 8.072
H -6.207 4.242 7.295
H -4.894 -2.641 -4.659
H 3.086 2.013 5.773
H -4.633 4.875 -2.351
H 5.535 3.329 -7.007
H 6.722 4.370 0.807
H -2.255 -5.569 0.957
H 1.775 -3.745 -10.987
H 3.587 -2.856 -6.430
H -3.231 -1.784 -3.241
H -3.902 -6.176 1.516
H -6.420 2.187 3.481
H -1.649 -2.580 5.975
H 4.774 -4.608 -5.639
H -3.060 -1.117 -4.798
H 7.630 -2.938 -3.697
H 3.854 3.178 -7.781
H 6.687 3.323 5.630
H 6.285 1.690 2.051
H -3.388 2.374 4.202
H -3.410 3.400 -3.776
H -7.000 2.118 8.317
H -4.077 -2.906 6.432
H 5.115 2.731 1.359
H 3.889 -5.184 -3.444
H 5.202 4.303 5.665
H -6.184 0.049 6.807
H -3.095 2.364 -2.388
H 5.439 1.760 4.050
H -4.617 4.340 6.632
H 4.337 -2.838 -2.697
H 4.148 2.902 3.825
H -5.618 -1.056 -5.192
H 3.502 1.412 7.347
H 9.214 5.103 0.753
H -4.151 -2.350 8.688
H 3.237 3.208 6.992
H -5.688 1.953 9.299
H 6.850 3.891 3.265
H -3.038 1.063 -4.812
H 3.480 -4.198 -10.530
H -2.387 -1.592 4.666
H 3.475 -5.475 -7.968
H -5.164 2.254 4.714
H 10.566 3.861 1.036
H -2.610 1.543 2.865
H 5.056 2.276 -5.068
H -4.783 4.121 8.352
H -5.476 -5.528 1.310
H 2.139 -5.245 -10.279
H 7.091 2.879 -0.040
H 2.118 -3.659 -6.505
H -3.083 0.124 -2.616
H -6.867 -3.586 -2.900
H 4.297 -4.130 -8.352
H -1.172 -0.946 5.703
H -8.027 -2.205 -2.857
H -4.632 3.863 -0.892
H 2.946 1.736 -4.516
H -5.874 -2.417 8.003
H -6.974 -0.278 8.325
H 6.376 -1.653 -3.773
H 4.162 -2.370 -4.437
H -1.927 -4.083 0.252
H 2.557 -4.096 -4.118
H 4.308 1.094 -6.093
H -7.366 -2.733 -4.329
H -6.067 4.444 -1.642
H -4.661 1.353 -4.903
*
```

Mulliken population analysis, charges in e, atoms 1 to 2: F -0.389; F -0.360


Entry 4:
Density functional theory data (wB97M-V/def2-TZVPD) for a cluster of 8 separate species, C28H75NO9P2S in total.

Kohn-Sham gap	8.325	eV
F_max	0.825	eV/A
highest occupied orbital energy	-7.76	eV
SMILES	[H]/N=C(/C)C[PH2]([C@@H](C)CC)P(O)(O)=S.CC(C)O.CC(C)O.CC(C)O.CC(C)O.CC(C)O.CC(C)O.CC(C)O

```
! wB97M-V def2-TZVPD RIJCOSX def2/J DEFGRID3
* xyz 0 1
S -3.412 -2.463 -4.154
P 0.012 -2.280 -2.961
P -1.690 -1.599 -4.444
O -1.783 0.020 -4.219
O -6.953 3.979 9.828
O -2.182 -2.100 4.880
O 1.410 3.294 -7.388
O -3.802 1.885 6.060
O -1.189 -1.659 -5.981
O 3.135 0.132 -3.743
O -0.891 -1.482 1.537
O 7.860 0.973 -4.959
N 1.299 -5.220 -5.504
C 0.238 2.507 -7.600
C 4.725 -0.528 -5.461
C 1.257 -2.574 -1.582
C -1.664 2.735 6.821
C -1.975 -0.585 1.295
C -2.163 -1.228 6.015
C 9.879 -0.053 -5.837
C -3.825 3.463 7.899
C 4.587 1.851 -4.675
C 0.119 -3.901 -3.816
C -3.079 2.334 7.211
C 9.044 -0.579 -3.515
C 1.487 -1.208 -0.927
C -3.285 -1.579 6.975
C 2.093 -1.287 0.476
C 2.561 -3.214 -2.064
C -9.194 3.485 9.032
C -7.708 1.675 9.966
C 8.663 -0.208 -4.939
C -2.081 0.410 2.434
C -0.802 -1.261 6.692
C -3.275 -1.346 1.087
C -1.009 3.377 -7.570
C -7.768 2.988 9.204
C 0.154 1.367 -6.600
C 1.096 -4.073 -4.984
C 4.440 0.393 -4.286
C 1.878 -2.902 -5.531
H -3.309 3.791 8.802
H -0.015 -0.998 5.984
H 0.069 1.755 -5.580
H -4.098 -0.668 0.861
H -1.149 1.908 6.332
H -1.084 3.039 7.693
H -2.880 1.137 2.276
H 5.597 2.042 -5.035
H -0.893 -4.112 -4.193
H 2.892 -2.756 -3.010
H -1.129 3.825 -6.580
H 3.177 -1.455 0.449
H 1.055 0.749 -6.660
H -1.904 2.791 -7.784
H -2.071 0.136 -3.303
H -9.209 4.420 8.473
H -0.763 -0.563 7.531
H -7.315 2.852 8.219
H 10.523 0.747 -5.462
H 9.575 0.201 -6.852
H 8.153 -0.695 -2.898
H 0.701 -1.098 -3.344
H -3.037 1.466 7.873
H -2.036 -2.999 5.193
H -3.914 4.322 7.228
H 2.475 -4.294 -2.229
H -1.053 -2.140 -2.038
H 8.391 1.696 -4.607
H -0.709 0.731 -6.783
H 10.465 -0.972 -5.868
H -1.948 -1.825 -6.557
H 2.140 -0.616 -1.591
H -2.340 -0.232 5.606
H -3.314 -0.892 7.821
H -7.308 4.146 10.707
H -1.706 -0.069 0.369
H 2.949 -3.113 -5.424
H 8.010 -0.982 -5.348
H -3.853 2.629 5.452
H -3.177 -2.059 0.268
H 5.715 -0.341 -5.877
H 1.341 3.690 -6.512
H -3.153 -2.593 7.365
H -8.284 0.898 9.462
H -3.529 -1.896 1.998
H 4.656 -1.573 -5.157
H 5.130 0.166 -3.471
H 0.349 -4.656 -3.052
H -8.121 1.804 10.971
H -0.932 4.180 -8.303
H 9.664 0.207 -3.075
H 3.368 -3.061 -1.336
H -1.083 -1.938 2.366
H 1.675 -1.952 -5.040
H 0.368 2.098 -8.604
H 1.660 -2.785 -6.598
H -1.141 0.947 2.569
H -9.807 2.753 8.505
H -4.831 3.150 8.178
H -1.693 3.576 6.122
H 1.617 -2.080 1.062
H -0.593 -2.264 7.076
H -6.677 1.335 10.063
H -4.247 -1.537 6.465
H 3.988 -0.354 -6.252
H 9.610 -1.510 -3.488
H 0.742 -5.944 -5.051
H 3.884 2.105 -5.473
H 1.943 -0.341 1.012
H -9.649 3.665 10.011
H -2.299 -0.128 3.359
H 0.535 -0.657 -0.865
H 2.498 0.369 -4.428
H 0.752 -3.220 -0.842
H 4.384 2.499 -3.820
*
```

Mulliken population analysis, charges in e, atoms 1 to 2: S -0.381; P 0.360


Q: Which value of highest occupied orbital energy does entry 1 give?
A: -6.48 eV